1.
{"formula": "C23H53CeNO4P3", "method": "ωB97M-V/def2-TZVPD", "elements": ["Ce", "P", "P", "P", "O", "O", "O", "O", "N", "C", "C", "C", "C", "C", "C", "C", "C", "C", "C", "C", "C", "C", "C", "C", "C", "C", "C", "C", "C", "C", "C", "C", "H", "H", "H", "H", "H", "H", "H", "H", "H", "H", "H", "H", "H", "H", "H", "H", "H", "H", "H", "H", "H", "H", "H", "H", "H", "H", "H", "H", "H", "H", "H", "H", "H", "H", "H", "H", "H", "H", "H", "H", "H", "H", "H", "H", "H", "H", "H", "H", "H", "H", "H", "H", "H"], "positions_angstrom": [[0.0277, 0.1308, -0.5248], [1.2181, -2.3632, -1.2477], [-2.7042, 0.2208, 0.6770], [2.4032, 1.5167, 0.1535], [2.9797, 2.9021, -0.4539], [-0.3909, 1.8680, -1.5602], [3.0734, 1.2700, 1.6219], [0.3512, -1.4109, 2.6704], [-1.6124, -1.1636, -1.8470], [1.2329, -4.1624, -0.8791], [-5.4379, -0.1100, 1.4057], [2.9997, -1.7844, -1.2687], [-0.0101, 2.9696, -2.3557], [-3.3331, 0.5361, -1.0699], [1.9747, 4.8920, 0.5661], [3.3445, 1.5238, 3.9693], [1.6896, -5.0328, -2.0650], [0.4275, -2.1936, -2.9463], [2.3738, 1.6813, 2.8285], [-3.2590, 1.8507, 2.9996], [-0.1633, -1.3906, 1.5762], [-2.7732, 1.8842, 1.5478], [-4.0612, -0.8080, 1.3555], [2.0216, -4.4923, 0.4021], [-1.3864, 2.5395, 1.4630], [-1.0286, 3.2230, -3.4393], [-3.6326, -1.3871, 2.7182], [3.2637, 4.1407, 0.3347], [-0.8148, -1.2894, -3.0957], [-3.0271, -0.6421, -2.0103], [3.9099, -2.5562, -2.2306], [3.5713, -1.7509, 0.1662], [-3.1885, -0.3470, -3.0563], [-5.4130, 0.9464, 1.1087], [-4.0386, -0.7911, 3.5453], [-1.0388, 2.3824, -4.1355], [1.4894, 1.0469, 2.9590], [1.2499, 4.2255, 1.0502], [0.1636, -4.3691, -0.6838], [4.2455, 2.1215, 3.7884], [-3.1221, 2.8499, 3.4321], [-1.7084, -2.0831, -1.3865], [1.2109, -1.8704, -3.6532], [3.5327, -2.5718, -3.2658], [3.9763, 4.6958, -0.2719], [2.2114, -4.4565, -2.8392], [-5.8692, -0.1734, 2.4145], [0.9707, 2.7530, -2.7853], [-0.7723, 4.1298, -3.9883], [-3.7039, -1.4855, -1.7959], [2.8916, 1.8667, 4.9061], [1.7732, -5.5143, 0.7225], [0.1326, -3.2115, -3.2490], [-1.3589, 3.4343, 2.0999], [3.6463, 0.4773, 4.0979], [-2.0297, 3.3116, -3.0111], [-4.1519, -1.6472, 0.6424], [-4.0224, -2.4085, 2.8214], [-1.4488, -1.7041, -3.8950], [-2.5421, -1.4425, 2.8327], [2.8066, -1.6445, 0.9546], [-4.4227, 0.6891, -0.9882], [-2.8782, 1.4702, -1.4568], [2.0545, 2.7260, 2.7236], [4.8905, -2.0528, -2.2476], [1.7906, -3.8237, 1.2408], [4.2472, -0.8875, 0.2468], [3.7575, 3.8785, 1.2781], [-2.6772, 1.1563, 3.6174], [1.5474, 5.2220, -0.3905], [-0.8978, -2.2074, 1.2282], [-6.1381, -0.6184, 0.7274], [-1.1460, 2.8506, 0.4348], [0.8329, -5.5216, -2.5478], [4.1402, -2.6692, 0.3720], [4.0759, -3.5873, -1.8833], [2.0938, 5.7645, 1.2250], [-3.4920, 2.4588, 0.9372], [-4.3200, 1.6032, 3.1100], [0.1391, 3.8509, -1.7213], [-0.5414, -0.2686, -3.4314], [2.3730, -5.8229, -1.7183], [3.1051, -4.4638, 0.2172], [2.9431, -0.7412, -1.6402], [-0.5969, 1.8619, 1.8463]], "e_above_lowest_kcal_mol": 0.0, "gap_ev": [6.0296, 4.2605], "spin_multiplicity": 2, "total_energy_ev": -75170.0273, "fmax_ha_per_bohr": 0.0464, "charge": 2, "homo_ev": [-13.1976, -12.3160]}

2.
{"formula": "C2H9NO3", "method": "ωB97M-V/def2-TZVPD", "elements": ["O", "O", "O", "N", "C", "C", "H", "H", "H", "H", "H", "H", "H", "H", "H"], "positions_angstrom": [[3.3278, -3.8616, 2.1820], [0.7738, 3.7307, -0.0857], [-1.1208, 1.2577, -0.1427], [-2.4001, 0.0146, -1.5230], [-1.3531, 0.1408, -0.5392], [-0.4316, -1.1086, -0.2912], [3.9551, -4.3876, 1.6953], [-3.2434, -0.6338, -1.2922], [0.4989, -0.6921, 0.2252], [1.0946, 4.4710, 0.5915], [1.6357, 3.3072, -0.2329], [3.7162, -2.7109, 1.8435], [-2.5227, 1.0586, -1.5022], [-0.2615, -1.6232, -1.3203], [-0.9156, -1.9023, 0.4073]], "e_above_lowest_kcal_mol": 76.3, "gap_ev": 10.0799, "spin_multiplicity": 1, "total_energy_ev": -9850.3392, "fmax_ha_per_bohr": 0.1231, "homo_ev": -9.7304}

3.
{"formula": "C4H10N2O", "method": "ωB97M-V/def2-TZVPD", "elements": ["O", "N", "N", "C", "C", "C", "C", "H", "H", "H", "H", "H", "H", "H", "H", "H", "H"], "positions_angstrom": [[0.6578, -0.9170, 0.6313], [-1.2763, -0.6159, -0.6548], [2.8296, -0.3720, -0.1718], [-2.4232, 0.0657, -0.0940], [0.1336, -0.0664, -0.3859], [0.1893, 1.3877, 0.0743], [1.9990, -1.1103, 0.4671], [-3.3352, -0.4830, -0.3574], [1.2035, 1.7894, -0.0173], [-0.0905, 1.4898, 1.1285], [3.7870, -0.6867, 0.0167], [-0.4558, 2.0378, -0.5232], [2.3271, -1.9567, 1.0901], [-2.5419, 1.0687, -0.5148], [-1.2562, -1.5813, -0.3292], [-2.3753, 0.1271, 0.9981], [0.6275, -0.1768, -1.3577]], "e_above_lowest_kcal_mol": 48.4, "gap_ev": 9.7783, "spin_multiplicity": 1, "total_energy_ev": -9336.8895, "fmax_ha_per_bohr": 0.0603, "smiles": "[H]/N=C/O[C@H](C)NC", "homo_ev": -8.7913}